The following is a quantum chemistry calculation of 3 unconnected molecules or ions with the total composition C18H39FO10, from the OMol25 dataset.

Values from the calculation:
Multiplicity   1
Total charge   0
SMILES   C[C@@H](F)C[C@@H](COO)OC=O.COCCOCCOC.COCCOCCOC
Gap between HOMO and LUMO   9.249 eV
Largest force on an atom   0.1641 hartree/bohr

```
68
Properties=species:S:1:pos:R:3:forces:R:3:nbo_charge:R:1
C -2.7435 0.0096 -1.6360 -0.389 -0.756 0.992 -0.6732
C -1.6845 0.0507 -0.3565 -0.015 0.787 -1.003 0.2040
F -1.5741 -1.3683 0.1162 0.197 2.991 -0.691 -0.4043
C -0.2019 0.6949 -0.7808 -0.509 0.201 0.588 -0.4735
C 0.8966 0.3935 0.4327 0.140 -2.249 -1.790 0.0426
C 2.0183 -0.6954 -0.1625 -0.086 0.657 0.321 -0.1149
O 1.9350 -1.9232 0.6676 -2.853 0.929 -5.507 -0.2816
O 2.8203 -1.7374 1.6053 2.222 0.306 6.206 -0.4372
O 1.6705 1.5760 0.8385 -3.358 1.640 2.383 -0.5342
C 0.9676 2.3964 1.8355 -2.814 -1.875 3.832 0.6154
O 0.1355 1.9654 2.7862 5.094 2.163 -6.370 -0.5748
H -3.2963 -1.0462 -1.5999 1.311 2.293 -0.031 0.2420
H -3.5848 0.8111 -1.4569 1.845 -1.414 -0.633 0.2275
H -2.2223 0.0984 -2.6814 -0.962 0.055 2.150 0.2228
H -2.0803 0.7597 0.5158 0.680 -2.112 -1.646 0.1924
H 0.1338 0.2783 -1.8245 -0.523 0.626 2.157 0.2180
H -0.3126 1.8742 -0.9273 -0.052 -2.539 0.435 0.2447
H 0.3524 -0.1700 1.3024 1.134 1.483 -1.422 0.2377
H 1.8331 -0.9752 -1.2835 0.157 0.412 2.301 0.2008
H 3.1189 -0.2770 -0.0213 -2.419 -0.795 -0.389 0.2212
H 2.2662 -1.6706 2.4556 1.263 -0.012 -1.506 0.4564
H 1.2153 3.5641 1.8248 -0.100 -2.761 -0.376 0.1690
C -1.9867 -5.9814 0.8626 0.396 -0.130 -0.142 -0.2488
O -0.5728 -6.0915 0.8554 -0.276 -0.011 0.331 -0.5517
C 0.0683 -4.9262 1.3764 0.351 -0.490 -0.234 -0.0989
C 1.4232 -5.2888 1.9903 -0.329 0.285 0.227 -0.0908
O 1.3151 -5.8932 3.2873 -0.123 -0.280 -0.343 -0.5455
C 0.8183 -7.2375 3.3155 0.444 0.088 0.186 -0.0884
C 1.8238 -8.2635 2.7872 -0.648 0.089 -0.503 -0.0948
O 1.8567 -8.2383 1.3580 0.354 0.159 0.159 -0.5477
C 3.1086 -8.6529 0.8389 -0.399 0.154 -0.024 -0.2488
H -2.3106 -5.1722 0.2006 -0.142 0.057 0.083 0.1691
H -2.4056 -6.9254 0.5039 0.160 0.114 -0.017 0.1901
H -2.3525 -5.8103 1.8801 -0.085 0.131 -0.004 0.1631
H -0.5580 -4.4470 2.1388 0.037 -0.026 -0.002 0.1723
H 0.2149 -4.2327 0.5434 0.078 0.253 0.120 0.1858
H 1.9795 -4.3581 2.1492 -0.138 -0.097 0.063 0.1903
H 2.0255 -5.9016 1.3199 -0.219 -0.102 -0.104 0.1930
H -0.1467 -7.3110 2.8142 0.128 -0.096 -0.248 0.1952
H 0.6393 -7.4580 4.3742 0.152 0.078 -0.084 0.1843
H 1.5140 -9.2724 3.0883 0.057 0.029 0.235 0.1711
H 2.8128 -8.0523 3.2021 0.051 0.065 0.032 0.1744
H 3.9129 -8.0189 1.2253 0.099 -0.083 0.058 0.1645
H 3.0824 -8.5443 -0.2487 -0.120 -0.040 0.164 0.1933
H 3.2980 -9.6987 1.0889 0.181 -0.099 0.022 0.1651
C 0.5951 7.2714 -4.4458 -0.241 0.149 0.259 -0.2497
O -0.4692 7.1944 -3.5116 0.218 -0.341 -0.056 -0.5489
C -1.3701 6.1233 -3.7974 0.023 0.420 0.551 -0.0954
C -2.0398 5.6287 -2.5125 0.188 -0.291 -0.286 -0.0888
O -1.1895 4.7920 -1.7151 0.085 0.396 -0.018 -0.5475
C -0.1170 5.4539 -1.0322 -0.332 -0.165 0.283 -0.0869
C -0.5885 6.3071 0.1479 0.247 0.498 -0.627 -0.0970
O -1.1380 7.5419 -0.3185 -0.245 -0.335 0.112 -0.5475
C -2.1056 8.0728 0.5707 0.187 0.019 -0.307 -0.2498
H 0.2108 7.4970 -5.4454 0.120 -0.071 -0.089 0.1682
H 1.2682 8.0740 -4.1326 -0.203 -0.064 0.000 0.1952
H 1.1625 6.3353 -4.4582 -0.001 -0.045 -0.142 0.1639
H -0.8418 5.2889 -4.2746 -0.022 0.010 0.049 0.1742
H -2.1294 6.5083 -4.4841 -0.166 -0.183 -0.112 0.1753
H -2.8863 4.9940 -2.7982 0.195 -0.043 0.003 0.1872
H -2.4497 6.4485 -1.9228 0.208 0.164 -0.084 0.1968
H 0.5026 6.0199 -1.7278 -0.135 0.231 0.069 0.1991
H 0.5128 4.6499 -0.6341 -0.151 -0.012 -0.004 0.1775
H 0.2668 6.5529 0.7903 0.037 -0.220 0.095 0.1719
H -1.3264 5.7489 0.7298 -0.065 -0.070 0.008 0.1767
H -2.9186 7.3564 0.7249 -0.011 -0.019 0.141 0.1647
H -2.5279 8.9749 0.1198 0.181 -0.118 0.011 0.1955
H -1.6444 8.3330 1.5255 -0.092 0.007 0.173 0.1684
```
Forces are in eV/Å.


The following is a quantum chemistry calculation of a molecular structure, C18H39NOP2SiW, from the OMol25 dataset.

Values from the calculation:
Multiplicity   1
Total charge   +2
ΔE to the lowest compared entry with this formula, charge and spin   1.554 eV
Gap between HOMO and LUMO (alpha / beta)   6.574 / 6.574 eV
Largest force on an atom   0.0839 hartree/bohr

```
63
Properties=species:S:1:pos:R:3:forces:R:3:mulliken_charge:R:1
W 0.1141 -0.0465 -0.4819 -0.941 1.805 3.484 0.0544
Si -0.6344 -2.3283 -1.2511 -0.904 -2.682 -0.182 0.3333
P 2.5774 -0.3232 -0.4201 1.131 0.317 -0.212 0.8769
P -2.4316 0.1310 -0.4099 -0.828 0.328 0.031 0.6655
H 1.0484 -1.3267 -1.0684 -0.480 -0.881 0.423 -0.2589
C 3.5918 1.1786 -0.2746 0.259 -0.002 0.156 -1.0847
H 4.6640 0.9350 -0.2542 -0.286 0.072 0.058 0.4732
H 3.3217 1.7392 0.6298 0.060 -0.191 -0.177 0.2174
H 3.3989 1.8226 -1.1410 0.022 -0.168 0.120 0.3547
C 3.3023 -1.2579 -1.8233 -0.113 0.431 0.222 -1.2986
H 4.3828 -1.3557 -1.6574 -0.275 -0.096 -0.168 0.4886
H 3.1109 -0.7108 -2.7519 0.161 -0.093 0.059 0.3726
H 2.8172 -2.2378 -1.8915 0.244 0.071 0.035 0.4393
C 2.9399 -1.4445 1.0128 -0.069 0.421 -0.175 -1.1343
H 4.0201 -1.6775 1.0206 -0.449 0.178 0.005 0.5042
H 2.3773 -2.3824 0.9002 0.175 0.275 -0.064 0.2929
H 2.6492 -0.9608 1.9582 0.150 -0.158 -0.284 0.2791
C -3.0632 1.8361 -0.2824 0.035 0.208 -0.095 -1.3941
H -4.1489 1.7670 -0.1614 0.132 0.109 0.026 0.5058
H -2.8595 2.3965 -1.1973 -0.301 -0.137 0.104 0.4421
H -2.6368 2.3880 0.5612 -0.042 -0.194 -0.042 0.3520
C -3.4731 -0.4923 -1.7836 0.438 0.009 0.402 -1.2618
H -4.4928 -0.4573 -1.3927 -0.034 0.021 -0.364 0.5192
H -3.2200 -1.5168 -2.0548 -0.133 0.083 0.032 0.3957
H -3.3393 0.1627 -2.6470 -0.197 -0.014 0.029 0.3080
C -3.2000 -0.5849 1.1076 0.204 -0.102 -0.240 -1.3138
H -4.2768 -0.3741 1.0578 0.267 -0.035 -0.005 0.5922
H -2.7839 -0.1154 2.0092 -0.083 -0.071 -0.272 0.2839
H -3.0523 -1.6682 1.1602 -0.121 0.216 -0.049 0.3297
C -0.6948 -2.7586 -3.1145 0.175 0.632 0.350 -1.1888
H 0.2841 -2.5203 -3.5542 -0.367 -0.205 -0.213 0.3254
H -1.5019 -2.2226 -3.6319 0.329 -0.207 -0.038 0.3708
H -0.8781 -3.8499 -3.1533 0.114 0.599 0.036 0.3933
H 0.2359 -3.4244 -0.7576 0.314 0.222 0.275 -0.1693
H -1.9489 -2.8361 -0.7336 0.104 0.562 0.130 -0.0596
C -0.9385 1.9829 -3.6826 -2.632 -0.777 -0.774 0.5893
O -2.0534 2.3496 -4.1178 3.818 -0.673 1.898 -0.5016
C -0.3969 2.3276 -2.2768 -0.424 0.069 0.360 0.2314
H 0.4938 2.9605 -2.3074 0.041 -0.275 -0.065 0.5342
H -0.0290 1.2745 -1.7952 -0.426 2.232 -1.279 -0.7212
H -1.1707 2.8333 -1.6747 0.660 -0.528 -0.097 0.3085
C -0.1088 0.9198 -4.3773 -0.068 0.160 -0.225 -0.7048
H -0.4978 0.8231 -5.3853 0.229 -0.134 -0.187 0.3888
H -0.2387 -0.0596 -3.8761 -0.199 0.357 -0.001 -0.1284
H 0.9751 1.1100 -4.3724 -0.356 0.213 -0.085 0.3560
C -0.4178 -1.9328 2.5012 -0.947 -0.557 -0.228 -0.5663
C -0.0129 -0.7262 3.2818 0.142 -0.040 0.400 1.3253
C 0.2546 -0.7889 4.6444 -0.070 0.110 -0.437 -0.9255
C 0.7676 0.3250 5.2883 0.316 0.634 0.060 -0.6437
C 1.0108 1.5270 4.6045 -0.007 0.200 0.338 -0.6584
C 0.7184 1.6713 3.2583 -0.148 -0.441 0.287 0.3173
C 1.0150 2.9146 2.4835 0.099 0.523 -0.113 -1.4079
C 0.1862 0.5168 2.6159 0.436 -0.228 -0.194 0.2850
N 0.0736 0.5245 1.2666 0.442 -1.766 -3.141 0.5870
H -1.0656 -2.6192 3.0880 0.819 0.235 -0.051 0.4779
H 0.4540 -2.4898 2.0854 -0.617 0.319 0.330 0.1125
H -1.1033 -1.6432 1.6863 0.691 -0.159 0.095 -0.5534
H 0.1060 -1.7016 5.2023 -0.043 -0.116 -0.079 0.5401
H 1.0366 0.2653 6.3435 -0.161 0.014 -0.260 0.4276
H 1.4392 2.3703 5.1535 -0.128 -0.288 -0.200 0.4856
H 0.4915 3.7934 2.8776 -0.027 -0.248 0.069 0.4269
H 2.0806 3.1805 2.5213 -0.184 -0.210 0.053 0.3461
H 0.7307 2.8076 1.4351 0.051 0.053 0.126 0.0658
```
Forces are in eV/Å.


The following is a quantum chemistry calculation of a molecular structure, C18H40AlINO, from the OMol25 dataset.

Values from the calculation:
Multiplicity   1
Total charge   -1
Gap between HOMO and LUMO   7.191 eV
Largest force on an atom   0.0582 hartree/bohr

```
62
Properties=species:S:1:pos:R:3:forces:R:3:nbo_charge:R:1
C 3.1566 -2.7512 0.9806 -0.978 -0.271 1.027 -0.6447
C 4.5039 -2.3224 1.8086 -0.215 -0.566 0.149 -0.4178
C 5.7056 -1.6728 0.9048 0.823 -0.555 0.503 -0.4248
C 5.5212 -1.8169 -0.7162 0.659 0.841 0.014 -0.4167
C 4.4967 -0.7399 -1.4046 -0.257 -0.154 -0.979 -0.4169
C 4.8171 0.8348 -1.0849 -1.111 0.046 -0.670 -0.4191
C 4.1753 1.3916 0.3315 1.583 0.180 0.593 -0.4292
C 3.4799 2.8714 0.2013 -0.282 0.299 -0.430 -0.4057
C 1.8690 2.8576 -0.1022 0.038 0.429 -0.429 -0.4151
C 1.0011 1.8028 0.8068 -0.188 -0.526 -0.703 -0.4250
C -0.5859 2.2400 0.9724 0.800 -0.444 -1.258 -0.4041
C -1.2531 2.0576 -0.5486 0.327 0.250 0.375 -0.9929
Al -2.5972 0.4538 -0.5612 0.176 0.950 0.288 1.4699
C -3.4611 0.3525 -2.4185 0.282 -1.040 -1.190 -1.0273
C -4.7817 -0.6190 -2.5205 -0.413 2.344 -1.211 -0.2764
C -5.5000 -0.3709 -4.0105 0.558 -0.382 0.189 -0.6605
I -4.2115 -2.7770 -2.5428 -0.277 1.032 0.349 0.0145
C -3.9252 0.8523 0.9768 -0.547 -0.137 1.030 -1.0127
C -4.8673 -0.4605 1.2536 1.826 1.543 1.797 0.0914
O -4.1083 -1.6500 0.7833 -1.083 -0.167 1.660 -0.7495
C -5.0554 -0.6782 2.8991 -1.189 -0.384 -1.435 -0.2466
N -6.1423 -1.7476 3.0342 0.542 -0.233 -0.118 -0.8765
H 3.3481 -3.5243 0.1070 -0.279 1.873 1.713 0.2108
H 2.5006 -1.8181 0.6290 1.658 -2.117 0.587 0.2289
H 2.4571 -3.3275 1.7565 1.462 1.210 -1.658 0.2156
H 4.9057 -3.3089 2.3465 -0.817 2.113 -1.211 0.1964
H 4.2054 -1.5911 2.6800 0.516 -1.364 -1.789 0.2112
H 5.9244 -0.5649 1.2756 -0.603 -2.282 -1.173 0.2161
H 6.6946 -2.2818 1.1814 -2.042 1.324 -0.621 0.1996
H 5.2428 -2.9167 -1.0050 0.425 2.113 0.608 0.2133
H 6.5954 -1.6063 -1.1929 -2.257 -0.445 0.978 0.2006
H 3.3463 -0.9796 -1.1974 2.622 0.558 -0.235 0.2226
H 4.6177 -0.8730 -2.5848 -0.214 0.226 2.467 0.2040
H 5.9685 1.0175 -1.1846 -2.106 -0.260 0.388 0.2011
H 4.2935 1.4620 -1.9556 1.163 -1.350 1.788 0.2092
H 3.5034 0.5670 0.8226 1.043 1.728 -1.048 0.2231
H 5.1061 1.5290 1.0668 -2.030 -0.328 -1.395 0.1952
H 3.6557 3.5571 1.1570 -0.164 -1.693 -1.917 0.2015
H 4.0004 3.4026 -0.7321 -0.992 -0.968 2.108 0.1968
H 1.7490 2.6568 -1.2702 0.004 0.211 2.596 0.2069
H 1.4436 3.9567 0.0617 0.935 -2.263 -0.271 0.2032
H 0.9812 0.7751 0.2008 0.002 2.050 1.390 0.2120
H 1.5328 1.5572 1.8254 -0.941 0.756 -1.780 0.1896
H -1.0627 1.4918 1.7594 0.861 1.755 -1.559 0.2008
H -0.6983 3.3644 1.2865 0.337 -2.186 -0.185 0.1886
H -0.4001 1.7511 -1.2888 -1.439 0.912 1.181 0.1929
H -1.7948 3.0290 -0.9201 1.261 -1.542 0.665 0.1947
H -1.7878 -0.8456 -0.1463 0.502 -0.276 -0.066 -0.4359
H -2.6499 -0.1201 -3.1558 -1.648 1.004 1.349 0.2109
H -3.6376 1.4506 -2.8165 -0.232 -2.159 0.615 0.2120
H -5.5379 -0.4140 -1.6316 1.629 -0.744 -1.890 0.2121
H -6.6808 -0.4275 -3.9464 2.453 -0.004 -0.309 0.2011
H -5.1387 0.6710 -4.4241 -0.944 -1.982 0.961 0.2130
H -5.0391 -1.1973 -4.7304 -1.351 1.847 1.379 0.2173
H -3.2550 1.0149 1.9497 -1.371 -0.307 -1.859 0.1967
H -4.5073 1.8563 0.8110 0.655 -1.899 0.436 0.2023
H -5.8963 -0.3659 0.6940 1.848 -0.481 1.199 0.1634
H -3.8578 -2.2455 1.5645 -0.556 1.558 -1.663 0.4634
H -5.4366 0.2884 3.4447 0.907 -1.820 -1.137 0.1998
H -4.0568 -1.0814 3.4039 -2.043 1.026 -1.210 0.1924
H -5.8375 -2.6155 2.5052 -0.667 1.617 0.683 0.3523
H -7.0347 -1.4014 2.6104 1.342 -0.463 0.333 0.3505
```
Forces are in eV/Å.